{"formula": "C3H10O3S", "method": "the ωB97M-V functional and the def2-TZVPD basis", "symbols": ["H", "C", "C", "H", "H", "O", "H", "H", "H", "O", "H", "H", "H", "O", "H", "C", "S"], "xyz": [[1.148, 1.409, 0.554], [-0.147, -0.393, 0.354], [1.014, 0.477, -0.002], [-2.153, 1.590, 4.074], [-1.597, 0.399, -1.137], [1.799, 0.183, -0.866], [3.542, -0.230, -2.219], [-3.063, 2.340, 3.153], [-2.918, -1.822, -1.556], [4.201, -0.908, -2.424], [-0.670, -1.029, -1.612], [5.048, -0.469, -2.309], [0.256, -1.393, 0.528], [-2.147, 2.049, 3.226], [-0.594, -0.070, 1.299], [-1.146, -0.529, -0.780], [-2.573, -1.605, -0.282]], "total_energy_ev": -20250.27353, "e_above_lowest_kj_mol": 47.6, "lumo_ev": 0.6, "orbital_gap_ha": 0.3617, "spin_multiplicity": 1, "total_charge": 0}